(1)
Below is a cluster of 2 separate species, C2H3IO2 in total at a distorted geometry, with properties calculated with ωB97M-V/def2-TZVPD.

Highest occupied orbital energy   -0.28706 Eh
Orbital gap   7.455 eV
E_LUMO   -0.356 eV

Element x y z (Å)
I  -4.574  0.130  -0.044
O  -2.782  0.763  0.203
O  -1.960  -1.799  -0.011
C  -0.176  -0.059  -0.133
C  -1.285  -0.867  0.045
H  0.811  -0.395  -0.587
H  -0.381  0.815  -0.716
H  0.139  0.434  0.750



(2)
Below is a structure of composition C30H80CsN5O12S at a distorted geometry, with properties calculated with ωB97M-V/def2-TZVPD.

Highest occupied orbital energy   -0.35087 Eh
Orbital gap   2.294 eV
E_LUMO   -7.254 eV
Total charge   +2

Element x y z (Å)
Cs  -21.445  -10.758  -9.164
S  -25.677  -14.257  -12.625
O  -28.177  -14.558  -4.428
O  -26.059  -13.382  -13.735
O  -25.402  -13.440  -11.479
O  -24.466  -14.931  -13.064
O  -26.663  -15.340  -12.426
O  -25.539  -19.449  -13.659
O  -21.132  -6.292  -16.612
O  -32.355  -10.896  -11.028
O  -30.662  -17.488  -12.495
O  -19.964  -18.351  -13.392
O  -25.147  -14.105  -20.975
O  -28.335  -14.516  -17.362
N  -22.888  -8.008  -14.790
N  -29.028  -9.566  -9.881
N  -20.223  -19.668  -13.081
N  -29.503  -14.842  -4.435
N  -23.292  -14.945  -19.036
C  -29.564  -17.396  -3.866
C  -23.347  -7.032  -15.837
C  -22.305  -5.855  -15.961
C  -30.796  -8.384  -10.852
C  -20.383  -20.299  -15.584
C  -18.520  -19.820  -11.152
C  -29.831  -16.231  -4.826
C  -20.247  -22.076  -13.845
C  -22.090  -12.812  -19.075
C  -25.240  -15.018  -22.013
C  -32.321  -15.503  -4.353
C  -20.461  -21.444  -11.363
C  -20.009  -19.951  -11.625
C  -20.250  -5.244  -16.950
C  -32.851  -11.694  -12.117
C  -19.792  -20.600  -14.242
C  -29.849  -12.626  -3.329
C  -30.192  -14.598  -1.780
C  -30.461  -9.752  -10.146
C  -24.682  -6.586  -15.410
C  -23.420  -13.563  -19.310
C  -20.022  -22.441  -12.421
C  -30.889  -10.948  -10.936
C  -29.086  -16.546  -6.164
C  -30.270  -14.110  -3.361
C  -20.929  -19.135  -10.689
C  -31.386  -16.264  -5.262
C  -31.697  -14.171  -3.851
C  -18.315  -20.496  -14.396
C  -23.975  -13.326  -20.709
H  -32.459  -16.223  -3.547
H  -17.967  -19.207  -11.863
H  -30.972  -17.361  -13.394
H  -31.672  -13.486  -4.698
H  -22.862  -5.164  -16.593
H  -20.703  -19.345  -9.643
H  -29.950  -12.191  -4.323
H  -17.968  -19.468  -14.294
H  -27.847  -15.230  -17.780
H  -31.040  -9.618  -9.233
H  -29.154  -14.936  -17.086
H  -33.294  -15.301  -4.801
H  -25.740  -19.271  -14.581
H  -23.256  -13.611  -21.478
H  -30.322  -11.029  -11.863
H  -19.834  -20.610  -16.473
H  -23.356  -7.328  -16.886
H  -19.464  -5.139  -16.202
H  -24.141  -15.485  -18.955
H  -30.283  -11.914  -2.627
H  -25.081  -5.753  -15.990
H  -30.592  -8.338  -11.922
H  -17.906  -21.103  -13.588
H  -23.000  -15.063  -18.077
H  -19.657  -22.819  -14.382
H  -23.683  -8.623  -14.687
H  -25.302  -7.411  -15.761
H  -30.455  -7.465  -10.374
H  -21.702  -13.034  -18.081
H  -28.792  -12.614  -3.061
H  -28.179  -14.003  -5.211
H  -20.032  -21.871  -10.457
H  -22.169  -11.727  -19.003
H  -21.410  -20.600  -15.788
H  -26.238  -15.452  -22.064
H  -20.741  -4.271  -16.933
H  -32.344  -13.710  -3.104
H  -28.627  -10.427  -9.538
H  -17.894  -20.887  -15.322
H  -29.557  -17.325  -6.764
H  -31.882  -8.296  -10.833
H  -31.865  -17.236  -5.377
H  -21.950  -19.476  -10.861
H  -20.281  -19.216  -15.657
H  -29.691  -18.380  -4.317
H  -31.521  -15.812  -6.245
H  -21.250  -12.932  -19.759
H  -20.818  -17.924  -13.487
H  -29.848  -17.045  -12.242
H  -24.760  -6.329  -14.354
H  -29.044  -15.660  -6.797
H  -28.577  -17.295  -3.415
H  -22.163  -8.607  -15.157
H  -32.355  -12.643  -12.318
H  -20.569  -23.353  -12.180
H  -24.534  -15.833  -21.857
H  -24.318  -12.305  -20.880
H  -30.253  -17.399  -3.021
H  -29.165  -14.607  -1.417
H  -24.969  -14.485  -22.925
H  -32.748  -11.176  -13.071
H  -30.624  -18.440  -12.379
H  -18.510  -19.424  -10.137
H  -33.877  -12.012  -11.933
H  -21.315  -22.188  -14.034
H  -22.124  -5.416  -14.980
H  -19.790  -5.437  -17.920
H  -25.351  -18.626  -13.203
H  -24.075  -13.090  -18.579
H  -20.943  -18.048  -10.778
H  -27.842  -14.197  -16.603
H  -17.977  -20.760  -11.057
H  -30.843  -13.967  -1.174
H  -28.074  -16.870  -5.921
H  -30.627  -11.902  -10.480
H  -28.603  -9.483  -10.793
H  -26.238  -19.984  -13.276
H  -19.013  -22.805  -12.225
H  -30.568  -15.608  -1.614
H  -21.540  -21.600  -11.385



(3)
Below is a structure of composition C48H54BrClN3O5SSiTi, with properties calculated with ωB97M-V/def2-TZVPD.

Highest occupied orbital energy   -0.38103 Eh
Orbital gap   6.378 eV
E_LUMO   -3.990 eV
Total charge   +1

Element x y z (Å)
Br  3.989  2.405  -5.914
Ti  -0.824  -0.517  -0.183
Cl  -6.612  -4.057  0.631
S  -0.779  1.197  1.476
Si  1.128  0.600  2.194
O  0.495  1.049  -1.216
O  2.244  1.622  1.601
O  2.144  -0.786  -2.178
O  1.330  0.501  3.783
O  1.316  -0.792  1.295
N  -0.802  -2.190  -1.544
N  -0.450  4.384  -3.586
N  -1.021  3.310  -1.723
C  -1.943  -4.303  2.596
C  2.155  0.406  -2.818
C  3.627  -0.885  0.445
C  1.895  2.877  -4.073
C  -3.700  6.094  -3.043
C  2.878  -1.850  -2.782
C  1.060  2.567  -2.994
C  0.489  -1.368  5.088
C  -1.936  -1.906  2.375
C  2.542  -1.621  1.225
C  1.590  0.623  6.123
C  -2.029  4.224  -1.947
C  -1.501  -4.421  1.290
C  -5.508  -2.809  0.158
C  -3.693  -0.823  -0.581
C  -0.673  -4.571  -2.955
C  -3.230  4.481  -1.285
C  0.665  0.143  5.018
C  -0.886  -4.575  -1.612
C  -0.428  -2.090  -5.714
C  3.038  -1.951  2.625
C  -1.472  -1.996  1.066
C  -3.932  -1.920  -1.406
C  1.680  3.697  2.770
C  2.967  0.714  -3.894
C  2.840  1.968  -4.484
C  -1.658  4.882  -3.121
C  -0.670  -2.160  -2.921
C  -1.295  -3.279  0.520
C  -0.553  -0.897  -4.971
C  -4.058  5.423  -1.858
C  -4.823  -2.916  -1.041
C  -5.336  -1.699  0.971
C  2.132  -2.893  0.511
C  -2.504  5.840  -3.683
C  -0.443  -3.293  -5.069
C  -0.961  -3.357  -0.911
C  -0.674  0.861  5.104
C  -0.097  3.464  -2.733
C  -0.672  -0.932  -3.610
C  2.773  2.887  2.080
C  -0.578  -3.350  -3.662
C  3.274  3.610  0.843
C  3.916  2.584  3.037
C  -4.435  -0.719  0.596
C  -2.188  -3.043  3.128
C  -2.653  0.207  -0.923
C  1.264  1.363  -2.341
H  -0.182  -1.627  5.911
H  3.689  0.008  -4.277
H  1.348  3.198  3.686
H  -0.344  -2.046  -6.793
H  1.747  1.701  6.049
H  -4.291  0.147  1.234
H  -3.503  3.972  -0.367
H  4.037  -0.064  1.032
H  3.322  -1.049  3.174
H  -2.562  -2.946  4.141
H  3.785  4.534  1.121
H  2.438  3.864  0.184
H  4.332  3.513  3.434
H  -1.321  0.590  4.269
H  -5.904  -1.607  1.887
H  3.220  -0.475  -0.478
H  2.060  4.685  3.035
H  -0.367  -4.222  -5.623
H  2.557  0.120  6.056
H  -3.418  -1.996  -2.358
H  -0.784  -0.009  -3.059
H  -2.115  -0.935  2.814
H  -2.864  1.141  -0.406
H  3.972  2.975  0.293
H  2.586  -1.977  -3.826
H  2.994  -3.552  0.397
H  -4.384  6.823  -3.457
H  -1.010  -5.508  -1.084
H  2.629  -2.749  -2.225
H  -4.998  -3.769  -1.685
H  4.435  -1.579  0.199
H  -0.528  1.943  5.082
H  -2.611  0.389  -1.997
H  0.060  -1.748  4.159
H  -1.176  0.597  6.035
H  -2.111  -5.191  3.193
H  1.754  3.820  -4.581
H  3.917  -2.592  2.543
H  -0.605  -5.505  -3.502
H  1.738  -2.657  -0.481
H  -2.225  6.357  -4.593
H  4.711  2.037  2.523
H  1.150  0.400  7.097
H  -0.564  0.059  -5.484
H  1.363  -3.415  1.083
H  3.554  1.979  3.872
H  -0.924  2.753  -0.896
H  0.820  1.554  -0.451
H  -1.325  -5.408  0.883
H  3.953  -1.674  -2.714
H  -5.009  5.650  -1.392
H  2.272  -2.481  3.193
H  0.818  3.823  2.109
H  1.446  -1.861  5.265



(4)
Below is a structure of composition C7H17NO at a distorted geometry, with properties calculated with ωB97M-V/def2-TZVPD.

Highest occupied orbital energy   -0.37205 Eh
Orbital gap   9.496 eV
E_LUMO   -0.628 eV

Element x y z (Å)
O  -6.756  -0.879  -0.491
N  -5.713  0.439  1.108
C  -4.477  -0.357  -0.776
C  -5.821  -0.287  -0.102
C  0.665  1.508  -0.695
C  4.889  -1.208  -0.221
C  3.688  -0.596  0.719
C  1.332  0.598  0.281
C  2.781  0.207  -0.181
H  2.378  -0.453  -0.923
H  -4.424  0.278  -1.770
H  4.075  0.214  1.413
H  3.561  0.924  -0.449
H  -0.198  1.913  -0.360
H  -3.646  0.245  -0.206
H  -4.570  0.072  1.943
H  -6.141  -0.164  2.384
H  5.536  -0.282  -0.196
H  1.464  1.085  1.233
H  -4.051  -1.463  -0.911
H  0.424  0.944  -1.542
H  3.205  -1.324  1.379
H  1.181  2.417  -0.821
H  5.486  -2.109  0.060
H  4.295  -1.344  -1.427
H  0.836  -0.376  0.553



(5)
Below is a structure of composition C5H10O2, with properties calculated with ωB97M-V/def2-TZVPD.

Highest occupied orbital energy   -0.36862 Eh
Orbital gap   11.080 eV
E_LUMO   1.049 eV

Element x y z (Å)
O  0.950  -0.344  1.093
O  -0.993  1.443  0.833
C  -1.066  0.417  -0.130
C  2.194  -0.074  0.412
C  0.251  -0.371  -0.173
C  1.456  0.242  -0.890
C  -2.261  -0.504  0.087
H  -2.190  -1.009  1.057
H  0.061  -1.413  -0.466
H  -3.197  0.059  0.055
H  -1.180  0.915  -1.102
H  2.764  0.732  0.883
H  -2.291  -1.271  -0.696
H  2.810  -0.981  0.364
H  -0.425  1.096  1.540
H  1.327  1.314  -1.063
H  1.790  -0.253  -1.804



(6)
Below is a cluster of 2 separate species, C2H5N2O2 in total at a distorted geometry, with properties calculated with ωB97M-V/def2-TZVPD.

Highest occupied orbital energy   -0.17082 Eh
Orbital gap   8.728 eV
E_LUMO   4.080 eV
Total charge   -1

Element x y z (Å)
O  -2.265  -0.108  0.577
O  -1.969  0.909  -1.396
N  0.473  -0.365  -0.082
N  2.454  -0.883  0.981
C  -2.591  0.670  -0.346
C  1.810  -0.339  0.005
H  -0.347  0.080  -0.519
H  2.369  0.270  -0.703
H  3.446  -0.857  0.773
H  0.163  -0.606  0.861
H  -3.543  1.229  -0.149